Record 1
This record from the Open Molecules 2025 dataset describes a 4-piece molecular cluster, C27H61FINO3PS overall. The level of theory is ωB97M-V with the def2-TZVPD basis set.

E_tot ... -2482.41726 a.u.
Spin multiplicity ... 1
HOMO ... -11.938 eV
Total charge ... +1
Gap between HOMO and LUMO ... 7.14 eV
Lowest unoccupied orbital energy ... -4.80 eV

Atoms and positions in Å:
C 2.00 6.02 3.78
O 2.31 6.31 2.36
C 1.15 5.92 1.51
C 1.49 4.56 0.60
C 0.52 4.43 -0.73
C -0.92 3.71 -0.45
C -1.87 4.52 0.66
C -3.40 4.45 0.10
N -4.48 4.67 1.14
S -3.96 5.50 2.58
C -5.59 5.55 0.52
C -5.14 7.16 0.45
O -5.95 8.14 0.92
F -3.81 7.59 -0.07
P -5.18 3.07 1.57
O -5.52 3.14 3.30
I -7.30 2.66 0.34
H 2.92 6.22 4.51
H 1.04 6.61 4.14
H 1.71 4.87 3.83
H 0.93 6.84 0.79
H 0.22 5.63 2.18
H 2.61 4.73 0.22
H 1.53 3.60 1.27
H 0.44 5.48 -1.30
H 1.12 3.73 -1.49
H -0.82 2.60 -0.09
H -1.54 3.72 -1.46
H -1.57 5.65 0.78
H -1.69 3.96 1.68
H -3.55 3.34 -0.32
H -3.51 5.16 -0.84
H -3.08 6.54 2.23
H -6.58 5.55 1.19
H -5.80 5.17 -0.58
H -4.65 2.87 3.75
C -4.27 -3.51 -1.58
C -4.84 -3.03 -0.26
C -5.36 -1.59 -0.31
C -4.30 -0.53 -0.61
C -3.11 -0.49 0.36
C -3.51 -0.16 1.79
H -3.40 -2.93 -1.88
H -3.95 -4.56 -1.50
H -5.02 -3.45 -2.38
H -4.10 -3.15 0.53
H -5.68 -3.69 0.01
H -5.84 -1.36 0.65
H -6.14 -1.52 -1.07
H -4.79 0.45 -0.61
H -3.91 -0.67 -1.63
H -2.40 0.27 0.01
H -2.57 -1.44 0.34
H -4.02 0.81 1.83
H -2.62 -0.11 2.42
H -4.18 -0.92 2.21
C 0.95 -1.40 0.25
C 1.80 -1.50 -1.01
C 0.97 -1.74 -2.27
C 0.19 -3.06 -2.30
C 1.04 -4.33 -2.13
C 2.06 -4.53 -3.24
H 0.42 -2.34 0.45
H 1.58 -1.19 1.12
H 0.21 -0.60 0.17
H 2.55 -2.28 -0.88
H 2.34 -0.55 -1.13
H 1.64 -1.70 -3.14
H 0.26 -0.92 -2.40
H -0.34 -3.13 -3.26
H -0.58 -3.05 -1.52
H 0.37 -5.20 -2.11
H 1.55 -4.32 -1.16
H 1.57 -4.58 -4.21
H 2.61 -5.46 -3.08
H 2.79 -3.72 -3.26
C 6.01 -2.50 -1.30
C 6.36 -3.96 -1.57
C 5.44 -4.95 -0.85
C 5.47 -4.88 0.68
C 6.84 -5.09 1.32
C 7.43 -6.46 1.04
H 6.12 -2.25 -0.24
H 6.67 -1.85 -1.87
H 4.98 -2.29 -1.61
H 7.40 -4.14 -1.30
H 6.28 -4.14 -2.65
H 5.69 -5.96 -1.17
H 4.40 -4.78 -1.18
H 4.77 -5.63 1.08
H 5.07 -3.91 1.01
H 6.74 -4.97 2.41
H 7.54 -4.32 0.99
H 6.76 -7.25 1.41
H 8.39 -6.57 1.55
H 7.60 -6.62 -0.02

---

Record 2
This record from the Open Molecules 2025 dataset describes a 3-piece molecular cluster, C27H61N2O5 overall. The level of theory is ωB97M-V with the def2-TZVPD basis set.

E_tot ... -1550.85926 a.u.
Spin multiplicity ... 1
HOMO ... -1.100 eV
Total charge ... -1
Gap between HOMO and LUMO ... 3.32 eV
Lowest unoccupied orbital energy ... 2.22 eV
ΔE to the lowest compared entry with this formula, charge and spin ... 3.9 kcal/mol

Atoms and positions in Å:
C 1.46 -2.12 1.72
C 0.55 -1.57 0.61
C 0.84 -2.17 -0.76
C -0.26 -1.91 -1.81
C -0.34 -0.48 -2.37
C -1.35 0.38 -1.62
C -1.54 1.77 -2.21
C -0.22 2.52 -2.42
C -0.35 4.05 -2.22
C 0.72 4.80 -3.01
C 0.93 6.27 -2.65
C 1.05 6.57 -1.15
C 2.14 7.60 -0.79
C 3.14 7.15 0.27
O 4.27 6.48 -0.26
C 3.98 5.18 -0.72
H 1.02 -2.04 2.71
H 1.71 -3.16 1.50
H 2.39 -1.55 1.76
H -0.49 -1.80 0.87
H 0.66 -0.49 0.54
H 1.02 -3.25 -0.66
H 1.75 -1.71 -1.16
H -0.05 -2.58 -2.64
H -1.24 -2.17 -1.38
H 0.67 -0.05 -2.26
H -2.31 -0.15 -1.66
H -1.11 0.51 -0.53
H -2.22 2.37 -1.60
H -2.01 1.62 -3.19
H 0.54 2.15 -1.74
H 0.11 2.35 -3.44
H -1.35 4.35 -2.53
H -0.26 4.25 -1.15
H 1.66 4.25 -2.94
H 0.41 4.75 -4.06
H 0.13 6.88 -3.08
H 1.85 6.61 -3.14
H 0.10 6.98 -0.81
H 1.23 5.66 -0.59
H 1.67 8.52 -0.43
H 2.73 7.88 -1.66
H 2.66 6.52 1.03
H 3.55 8.02 0.78
H 3.49 4.58 0.05
H 4.93 4.71 -0.98
H 3.36 5.20 -1.62
C 1.18 -0.50 9.96
O 2.39 -1.10 9.55
C 2.47 -2.50 9.77
C 2.41 -3.28 8.48
N 1.09 -3.21 7.87
C 1.00 -3.75 6.51
C 1.85 -3.11 5.42
O 1.46 -1.81 5.06
C 1.96 -0.76 5.87
H 1.33 0.58 9.93
H 0.34 -0.75 9.30
H 0.92 -0.78 10.98
H 1.68 -2.83 10.46
H 3.43 -2.70 10.25
H 2.64 -4.33 8.69
H 3.20 -2.90 7.82
H 0.78 -2.24 7.85
H -0.04 -3.67 6.20
H 1.25 -4.82 6.56
H 1.71 -3.71 4.51
H 2.92 -3.14 5.65
H 2.95 -0.99 6.26
H 1.29 -0.54 6.71
H 2.02 0.13 5.25
C -4.11 -5.78 -5.27
O -2.87 -5.11 -5.33
C -2.54 -4.58 -6.61
C -2.60 -3.07 -6.63
N -3.98 -2.60 -6.53
C -4.12 -1.16 -6.35
C -3.49 -0.52 -5.11
O -4.11 -0.86 -3.89
C -3.70 -2.10 -3.34
H -4.15 -6.30 -4.32
H -4.96 -5.08 -5.32
H -4.22 -6.51 -6.08
H -3.18 -5.01 -7.38
H -1.51 -4.89 -6.82
H -2.18 -2.73 -7.58
H -1.96 -2.69 -5.83
H -4.43 -3.07 -5.76
H -5.19 -0.94 -6.33
H -3.71 -0.66 -7.23
H -3.62 0.56 -5.21
H -2.41 -0.70 -5.04
H -2.67 -2.34 -3.61
H -4.37 -2.92 -3.62
H -3.75 -1.99 -2.26

---

Record 3
This record from the Open Molecules 2025 dataset describes C27H61N3O6Pb as an isolated structure. The level of theory is ωB97M-V with the def2-TZVPD basis set.

E_tot ... -1873.39363 a.u.
Spin multiplicity ... 2
HOMO (spin up / spin down) ... -8.599 / -8.557 eV
Total charge ... +1
Gap between HOMO and LUMO (spin up / spin down) ... 6.77 / 4.99 eV
Lowest unoccupied orbital energy (spin up / spin down) ... -1.83 / -3.56 eV

Atoms and positions in Å:
Pb 17.48 -13.30 -23.58
C 16.41 -18.13 -26.11
C 16.30 -16.64 -26.44
C 15.35 -16.47 -27.64
C 13.86 -16.62 -27.28
C 13.52 -15.63 -26.25
C 14.33 -15.71 -24.93
N 15.77 -15.92 -25.23
O 16.71 -15.74 -24.14
C 13.83 -16.92 -24.10
C 14.09 -14.37 -24.18
C 17.70 -16.09 -27.07
H 17.02 -18.26 -25.22
H 17.10 -18.63 -26.80
H 15.51 -18.72 -25.96
H 15.54 -17.31 -28.32
H 15.64 -15.62 -28.25
H 13.73 -17.66 -26.96
H 13.23 -16.50 -28.16
H 12.49 -15.88 -25.98
H 13.69 -14.73 -26.84
H 14.30 -16.83 -23.12
H 14.03 -17.86 -24.61
H 12.74 -17.01 -24.07
H 13.07 -14.42 -23.82
H 14.23 -13.41 -24.68
H 14.66 -14.35 -23.25
H 17.76 -15.00 -27.09
H 17.82 -16.42 -28.10
H 18.48 -16.46 -26.42
C 21.14 -9.31 -21.90
C 19.71 -8.81 -22.33
C 19.80 -7.30 -22.75
C 20.44 -7.20 -24.16
C 19.71 -7.95 -25.27
C 19.53 -9.50 -24.95
N 19.13 -9.74 -23.48
O 19.07 -11.16 -23.10
C 20.89 -10.28 -25.37
C 18.36 -9.99 -25.90
C 18.75 -8.82 -21.09
H 21.85 -9.11 -22.70
H 21.23 -10.38 -21.73
H 21.33 -8.80 -20.95
H 20.41 -6.73 -22.06
H 18.85 -6.76 -22.74
H 21.47 -7.56 -24.15
H 20.78 -6.20 -24.39
H 20.31 -7.74 -26.15
H 18.73 -7.49 -25.38
H 20.97 -10.35 -26.46
H 21.05 -11.25 -24.90
H 21.73 -9.80 -24.87
H 18.28 -11.06 -26.10
H 18.79 -9.70 -26.86
H 17.48 -9.37 -25.77
H 18.73 -9.79 -20.61
H 17.73 -8.61 -21.43
H 18.97 -8.09 -20.31
C 16.37 -15.06 -20.25
O 16.56 -13.89 -21.04
C 15.78 -12.87 -20.51
C 15.99 -11.50 -21.38
N 15.55 -11.78 -22.70
C 15.62 -10.55 -23.53
C 15.11 -10.88 -24.99
O 15.82 -12.07 -25.54
C 15.46 -12.53 -26.88
H 17.29 -15.63 -20.12
H 15.66 -15.71 -20.76
H 15.96 -15.05 -19.25
H 16.03 -12.83 -19.45
H 14.72 -13.12 -20.61
H 16.99 -11.08 -21.49
H 15.33 -10.71 -21.05
H 14.56 -11.98 -22.62
H 16.63 -10.19 -23.73
H 14.97 -9.87 -22.97
H 15.50 -10.03 -25.55
H 14.04 -11.03 -25.02
H 15.85 -11.83 -27.62
H 14.37 -12.46 -26.99
H 15.75 -13.54 -27.15
C 19.59 -13.85 -21.28
O 19.27 -14.48 -22.51
H 19.04 -12.99 -20.92
H 19.77 -14.52 -20.44
H 20.60 -13.48 -21.42
H 20.07 -14.93 -22.80
C 21.17 -13.58 -26.83
C 20.58 -14.08 -25.51
O 19.53 -13.24 -25.20
H 20.60 -13.58 -27.75
H 22.04 -14.16 -27.13
H 21.57 -12.57 -26.85
H 21.39 -14.06 -24.78
H 20.29 -15.12 -25.69
H 19.86 -12.46 -24.74